The following is a DFT calculation (ωB97M-V/def2-TZVPD) of a 3-piece molecular cluster, C19H29F9N2O11PS2 overall.

Geometry (Å):
S1 1.28440 -3.75026 -5.45472
S2 -1.49947 6.45752 -0.08653
P1 2.64715 -0.77759 4.37021
F1 0.82300 -5.05535 -0.09208
F2 -0.89986 -3.90880 -0.72241
F3 0.05482 -1.78235 -0.06344
F4 -0.37688 -4.37199 3.75425
F5 -1.49507 -5.80082 0.97210
F6 -1.84217 -3.83059 1.81381
F7 0.47117 -2.49203 1.95176
F8 -0.26718 -6.37765 3.03192
F9 1.24118 -4.96279 2.48444
O1 -2.01208 6.44958 -1.59583
O2 0.03388 -3.21106 -5.83795
O3 -2.37716 5.68560 0.71792
O4 -0.10440 6.18623 -0.09247
O5 1.22664 -5.33770 -5.62552
O6 3.33722 -2.04982 4.23588
O7 1.24432 -0.90114 5.11382
O8 3.47603 0.32115 5.15902
O9 2.50102 -3.24874 -5.97752
O10 1.40033 -3.74085 -3.85189
O11 -1.75450 7.99742 0.20589
N1 2.44463 -0.59678 1.52211
N2 1.51750 1.34686 1.21252
C1 -3.20740 1.16288 -0.65824
C2 1.17987 -5.05529 -3.32518
C3 -0.05494 -5.12545 2.72675
C4 -1.13053 2.69159 -1.03298
C5 1.68303 1.19626 2.56144
C6 -1.94717 8.70722 -1.03238
C7 2.26256 -0.03748 2.76772
C8 -0.63309 2.20306 0.32137
C9 -2.60820 2.39331 -1.33634
C10 2.99773 -1.93309 1.27578
C11 2.16219 -2.75791 0.29611
C12 1.66356 -5.98296 -4.42121
C13 -3.63853 1.38745 0.80521
C14 -2.65288 7.69935 -1.91682
C15 -0.90064 -4.70742 1.46662
C16 -0.05986 -4.11890 0.30397
C17 1.99141 0.26329 0.61305
C18 0.67855 -2.77795 0.63539
C19 0.87037 2.46566 0.48539
H1 1.73830 -5.16509 -2.40106
H2 0.11347 -5.18452 -3.13047
H3 -3.71368 7.61963 -1.67652
H4 -2.54045 9.59616 -0.84375
H5 2.25071 -2.34544 -0.70801
H6 -1.00016 3.76975 -1.00480
H7 -3.21349 3.26972 -1.11486
H8 2.75242 -6.05998 -4.43836
H9 1.98334 0.07573 -0.44436
H10 3.11134 -2.44513 2.22207
H11 -2.68971 2.24662 -2.41322
H12 -0.47090 2.33148 -1.82308
H13 -2.52697 7.90291 -2.97573
H14 2.92312 0.90020 5.69761
H15 -2.97280 0.86953 1.49531
H16 -4.08920 0.87628 -1.22741
H17 -0.81824 1.14023 0.46573
H18 -3.59791 2.44334 1.05958
H19 -1.16577 2.73702 1.10617
H20 1.22502 -6.97436 -4.36320
H21 0.69975 -0.10445 5.07293
H22 1.35805 2.51763 -0.48286
H23 1.38567 1.95376 3.26232
H24 -0.97151 8.98839 -1.43121
H25 2.59325 -3.75069 0.25586
H26 3.99473 -1.81377 0.85768
H27 -4.63654 1.00188 0.97988
H28 1.07123 3.36380 1.05676
H29 -2.52361 0.31769 -0.73394

Calculated values
total charge: +1
DFT total energy: -101088.2258 eV
HOMO-LUMO gap: 10.3 eV
HOMO: -13.07 eV
LUMO: -2.76 eV